No. 1
One molecule with the formula C24H29N3O5. Source: the Open Molecules 2025 dataset; level of theory: ωB97M-V with the def2-TZVPD basis set.

Calculated values
ΔE to the lowest compared entry with this formula, charge and spin (kcal per mole): 17.73
HOMO energy (eV): -8.12
Frontier orbital gap (eV): 8.6
M (g mol⁻¹): 439.512
Structure (SMILES): COc1cccc(NC(=O)COc2ccc(N3C[C@@H](C(=O)NCC(C)C)CC3=O)cc2)c1

The geometry in XYZ format:
```
61
Properties=species:S:1:pos:R:3:forces:R:3
C -5.01360 2.53741 5.07724 -0.1 0.0 -0.2
H -4.62774 1.80345 4.36188 0.0 0.0 0.0
O -4.07834 2.81458 6.08953 0.3 0.1 0.2
C -2.87417 3.34672 5.73993 0.2 0.1 0.1
C -2.49103 3.64979 4.44190 -0.2 -0.1 0.0
C -1.23159 4.19595 4.19445 0.2 0.0 0.5
C -0.35284 4.43773 5.24065 0.2 0.1 -0.2
C -0.74568 4.13028 6.53312 -0.3 -0.1 0.0
C -1.98853 3.59287 6.79115 -0.1 -0.1 0.0
H -2.30276 3.35184 7.79361 0.0 0.0 0.1
H -0.06581 4.31646 7.35031 0.1 0.0 0.1
H 0.61777 4.85729 5.04130 0.0 0.0 0.0
N -0.91658 4.48446 2.86246 -0.5 -0.1 -0.2
C 0.23097 4.97160 2.33653 -0.2 0.0 -0.5
O 1.22982 5.28519 2.94373 0.2 0.1 0.0
C 0.14187 5.13907 0.81063 0.3 0.2 0.1
O -0.84511 4.34878 0.19099 -0.2 -0.1 -0.1
C -0.59430 3.00577 0.03539 -0.1 -0.3 -0.1
C -1.48474 2.31104 -0.77809 0.1 0.3 0.1
C -1.32816 0.95870 -0.99666 0.1 -0.1 0.1
C -0.27201 0.26334 -0.40706 0.0 0.4 0.2
C 0.60847 0.96174 0.41446 0.0 -0.2 0.0
C 0.44925 2.31673 0.63889 -0.1 0.3 -0.1
H 1.14829 2.81933 1.28882 0.1 0.0 0.1
H 1.42172 0.44149 0.89042 0.0 0.0 0.0
N -0.10690 -1.10610 -0.65529 0.0 0.0 -0.3
C 0.62839 -1.97370 0.08921 0.1 -0.5 0.1
O 1.22821 -1.73785 1.11193 0.1 0.0 0.2
C 0.54406 -3.34569 -0.57135 0.0 0.0 0.1
H -0.14137 -3.96350 0.01329 0.0 0.0 0.0
C 0.00141 -3.06306 -1.97143 0.0 0.2 -0.1
C 1.13207 -2.90699 -3.00120 -0.4 -0.2 0.4
O 1.33722 -1.87817 -3.60642 0.1 0.3 -0.2
N 1.86581 -4.02590 -3.16173 0.2 -0.4 0.0
H 1.60482 -4.86716 -2.67347 -0.1 0.2 0.1
C 2.95507 -4.11435 -4.10742 -0.1 0.1 -0.4
H 3.81493 -4.58213 -3.61805 0.0 0.0 -0.1
H 3.21184 -3.08750 -4.37638 0.1 -0.1 0.1
C 2.58432 -4.90022 -5.37322 0.2 0.0 0.1
C 2.28381 -6.36185 -5.04799 -0.1 0.3 -0.1
H 2.06629 -6.91226 -5.96007 0.0 -0.1 0.0
H 3.14104 -6.82760 -4.56547 0.1 -0.1 0.1
H 1.42185 -6.45173 -4.39031 -0.1 -0.1 0.1
C 3.72417 -4.80164 -6.38278 -0.3 0.1 0.1
H 3.46954 -5.33358 -7.29602 0.0 -0.1 -0.1
H 3.92395 -3.76328 -6.63436 0.1 0.1 -0.1
H 4.63247 -5.23834 -5.97300 0.2 -0.1 0.0
H 1.68868 -4.44056 -5.80421 0.0 0.0 0.0
C -0.74214 -1.73579 -1.79777 -0.2 -0.1 -0.3
H -1.80875 -1.90113 -1.60551 0.1 0.0 0.0
H -0.61710 -1.11094 -2.68668 -0.1 -0.1 0.1
H -0.66721 -3.85231 -2.32475 0.0 0.1 0.0
H 1.52484 -3.81920 -0.55658 0.0 0.0 0.1
H -2.03728 0.45217 -1.63091 -0.1 -0.1 -0.1
H -2.29635 2.85258 -1.23824 -0.1 0.1 -0.1
H 1.13413 4.96696 0.37868 -0.1 0.0 0.1
H -0.14530 6.17622 0.60686 0.1 -0.1 0.1
H -1.64676 4.27672 2.19042 0.2 0.1 0.1
H -3.15209 3.46915 3.60718 -0.1 0.0 -0.1
H -5.31040 3.44613 4.54279 0.0 0.0 0.0
H -5.88240 2.12096 5.58464 0.0 0.0 -0.1
```
Forces are in eV/Å.

***

No. 2
A 4-piece molecular cluster, C32H45NO6P overall at a distorted geometry. Source: the Open Molecules 2025 dataset; level of theory: ωB97M-V with the def2-TZVPD basis set.

Calculated values
HOMO energy (eV): -11.11
Frontier orbital gap (eV): 6.8
Charge: +1
M (g mol⁻¹): 570.687

The geometry in XYZ format:
```
85
Properties=species:S:1:pos:R:3:forces:R:3
C 4.38692 -0.22159 -0.72208 0.0 -0.1 -0.2
C 3.54120 -0.73176 -1.41602 -0.8 -0.1 1.4
N 2.40742 -1.47873 -1.75748 1.5 0.8 0.3
C 1.17294 -1.04948 -1.89371 -0.5 -0.2 0.1
C 0.76908 0.35462 -1.71771 -0.3 1.2 0.0
C 1.56126 1.44487 -2.23114 -0.1 -0.3 0.3
C 1.19634 2.79431 -2.02777 -0.7 -0.2 0.6
C 0.01905 3.11798 -1.28399 -0.1 -1.8 -0.1
C -0.78279 2.03394 -0.79579 0.5 0.2 -0.1
C -0.42481 0.68998 -0.99758 0.5 -0.1 -0.6
C 0.34768 -2.32804 -2.21728 0.8 -0.6 -2.0
C -0.91938 -2.23975 -3.10673 -0.7 0.9 0.6
C -2.18758 -1.66431 -2.43974 -1.4 1.0 -0.3
C -2.96053 -0.72854 -3.21714 -0.4 -0.3 1.0
C -4.16537 -0.17680 -2.71329 -0.3 -0.1 0.7
C -4.65689 -0.48979 -1.40876 1.4 -0.9 -0.4
C -3.90367 -1.40988 -0.63822 0.3 0.4 -1.0
C -2.69632 -1.98774 -1.14842 -0.3 -0.4 0.3
C -1.98783 -3.01643 -0.23202 0.4 1.1 -0.4
C 1.44029 -3.13785 -3.06818 0.4 -1.2 3.5
P 1.15126 -4.98578 -3.10588 -1.4 -1.9 -2.1
O 1.05546 -5.46147 -4.48748 0.3 0.7 0.2
O -0.25386 -5.35922 -2.31477 2.5 0.7 0.6
O 2.34992 -5.84213 -2.36900 -1.2 1.5 0.7
C 2.61233 -2.94420 -2.00251 0.0 1.3 -3.3
H 5.14463 0.23658 -0.08527 -0.5 -0.3 -0.7
H 2.47556 1.18735 -2.79816 -0.6 0.4 0.3
H 1.80605 3.63481 -2.40320 -0.3 -0.8 0.1
H -0.30548 4.14890 -1.06305 0.5 -0.6 -0.2
H -1.70354 2.22791 -0.21939 0.6 0.0 -0.4
H -1.04930 -0.12838 -0.60729 0.3 0.6 -0.2
H 0.33986 -2.92566 -1.28357 -0.8 0.5 -0.4
H -1.15831 -3.21223 -3.59823 0.4 0.5 0.7
H -0.66542 -1.54926 -3.94856 -0.1 -0.5 0.6
H -2.64882 -0.44176 -4.23842 -0.1 -0.3 0.7
H -4.78830 0.51689 -3.30793 0.7 -0.5 0.2
H -5.59656 -0.08223 -1.00413 0.6 -0.1 -0.4
H -4.25574 -1.69632 0.37072 0.3 0.1 -0.7
H -1.74878 -3.93858 -0.79657 -0.3 0.3 0.6
H -1.02594 -2.55226 0.10569 -0.6 -0.5 0.0
H -2.58057 -3.18233 0.68563 0.3 -0.2 -0.6
H 1.66259 -2.77556 -4.08928 -0.1 -0.1 0.7
H 0.02845 -5.80042 -1.48770 -1.0 -0.3 0.0
H 2.28873 -5.79525 -1.39685 0.3 -0.3 -0.3
H 2.54517 -3.58122 -1.09977 0.2 0.7 -0.5
H 3.55179 -2.96242 -2.58624 -0.1 -0.7 1.1
C -0.79487 8.14223 0.79627 -0.2 0.1 -0.2
C -1.38402 7.37668 1.96871 0.1 0.1 0.4
C -1.31350 5.94220 1.47640 -0.2 -0.1 -0.1
O -0.17603 5.86030 0.60268 -0.1 0.1 0.0
C 0.28354 7.18982 0.31064 0.3 0.0 0.1
H -0.40518 9.12374 1.06356 0.0 -0.1 0.0
H -1.55407 8.27564 0.02014 0.1 0.0 0.0
H -0.74841 7.50136 2.84864 0.0 0.0 0.0
H -2.39533 7.68626 2.23179 0.0 0.0 -0.1
H -2.20439 5.67609 0.89588 0.0 0.0 0.1
H -1.20178 5.22358 2.29052 0.1 0.0 -0.1
H 1.22328 7.34655 0.85017 0.0 0.1 0.0
H 0.47702 7.28385 -0.75960 0.0 -0.1 0.0
C 3.05605 6.28393 5.05372 0.2 0.1 -0.2
C 2.56698 7.15358 6.19871 -0.1 -0.1 0.2
C 1.61681 8.10179 5.48788 0.0 0.2 -0.1
O 1.06600 7.37941 4.37672 0.2 -0.1 0.1
C 1.80868 6.16707 4.19424 -0.2 -0.1 0.0
H 3.44555 5.31683 5.37125 0.0 0.0 0.0
H 3.84326 6.80495 4.50184 0.0 0.0 0.0
H 2.01646 6.54290 6.91944 0.0 0.0 0.0
H 3.36496 7.67073 6.73050 0.0 0.0 0.0
H 2.14702 8.97436 5.09283 0.0 0.0 0.1
H 0.80943 8.44921 6.13395 0.0 0.0 -0.1
H 1.17771 5.33310 4.52159 0.1 -0.1 0.0
H 2.03834 6.03426 3.13503 -0.1 0.1 0.0
C -1.26621 -9.78365 0.87675 -0.3 0.0 -0.1
C -0.30327 -10.06933 -0.26441 0.3 0.0 0.1
C -0.38811 -8.78851 -1.07552 -0.2 0.0 -0.3
O -0.67118 -7.72841 -0.14436 0.2 0.0 -0.1
C -1.03627 -8.30248 1.12056 0.1 0.1 0.2
H -1.08927 -10.39125 1.76330 0.0 0.0 0.0
H -2.29400 -9.95312 0.54558 0.0 0.0 0.1
H 0.70912 -10.19776 0.12823 0.0 0.0 0.0
H -0.55839 -10.95565 -0.84358 0.0 0.1 0.0
H -1.20788 -8.82863 -1.79882 0.1 0.0 0.0
H 0.53727 -8.56848 -1.61168 0.0 0.1 0.0
H -0.20690 -8.13893 1.81672 -0.1 0.0 0.1
H -1.92132 -7.79762 1.50998 0.0 0.1 -0.1
```
Forces are in eV/Å.

***

No. 3
A 3-piece molecular cluster, C2H9O3 overall at a distorted geometry. Source: the Open Molecules 2025 dataset; level of theory: ωB97M-V with the def2-TZVPD basis set.

Calculated values
ΔE to the lowest compared entry with this formula, charge and spin (kcal per mole): 14.35
HOMO energy (eV): -4.22
Frontier orbital gap (eV): 8.6
Charge: -1
M (g mol⁻¹): 81.091

The geometry in XYZ format:
```
14
Properties=species:S:1:pos:R:3:forces:R:3
C 0.45350 0.78398 -1.22688 0.8 2.7 -0.1
O 1.23450 -0.04846 -0.48360 0.5 -2.1 0.4
C -0.77671 0.28348 -1.91755 -1.2 -2.3 -1.3
H 0.00793 1.57135 -0.54904 0.5 -0.1 -0.5
H 1.19664 1.31059 -1.91680 -1.1 -0.4 0.4
H -1.40150 -0.07057 -1.06765 0.0 0.1 -0.7
H -1.32600 1.05706 -2.53291 0.7 -0.6 0.8
H -0.63981 -0.65109 -2.61570 0.1 1.6 1.1
H 0.26152 -0.10027 2.50713 0.1 -0.8 0.3
H 0.86325 -0.96737 3.70296 -0.3 1.0 -0.7
O 0.74403 -0.04431 3.39219 0.1 -0.4 0.4
H -0.77231 -1.67677 1.39260 -0.3 -0.9 0.3
H 0.67390 -0.64210 0.18141 -0.3 1.2 -0.4
O -0.51894 -0.80552 1.13383 0.4 0.8 -0.2
```
Forces are in eV/Å.

***

No. 4
An isolated ion of composition C3H10NS and charge +1 at a distorted geometry. Source: the Open Molecules 2025 dataset; level of theory: ωB97M-V with the def2-TZVPD basis set.

Calculated values
ΔE to the lowest compared entry with this formula, charge and spin (kcal per mole): 1.77
HOMO energy (eV): -13.73
Frontier orbital gap (eV): 10.2
Charge: +1
M (g mol⁻¹): 92.187
Structure (SMILES): C[C@H]([NH3+])CS

The geometry in XYZ format:
```
15
Properties=species:S:1:pos:R:3:forces:R:3
C -1.29404 1.04190 -0.02610 0.5 -0.8 0.6
C -0.22753 -0.01438 0.34803 -0.4 0.9 -1.2
C -0.10622 -1.03537 -0.79758 0.1 -0.4 0.8
S 1.49057 -1.91514 -0.77256 -0.1 0.1 -0.3
N 1.08373 0.73243 0.56457 -0.8 0.1 -0.3
H -2.23498 0.50385 -0.00762 -0.3 0.2 -0.1
H -1.11330 1.41793 -1.02933 0.0 0.1 -0.1
H -1.33696 1.86693 0.68456 -0.1 0.0 0.0
H -0.43838 -0.48420 1.30453 0.0 -0.1 0.0
H -0.94720 -1.72410 -0.70758 0.1 -0.1 0.1
H -0.23692 -0.60504 -1.78799 0.3 0.4 0.0
H 1.29540 -2.54371 0.38736 -0.1 -0.2 0.2
H 1.82194 0.09673 0.85872 0.3 -0.1 -0.1
H 1.36090 1.22887 -0.28725 0.2 -0.2 0.1
H 0.88299 1.43328 1.26823 0.3 0.2 0.3
```
Forces are in eV/Å.

***

No. 5
One molecule with the formula C5H6O at a distorted geometry. Source: the Open Molecules 2025 dataset; level of theory: ωB97M-V with the def2-TZVPD basis set.

Calculated values
ΔE to the lowest compared entry with this formula, charge and spin (kcal per mole): 93.68
HOMO energy (eV): -8.67
Frontier orbital gap (eV): 9.5
M (g mol⁻¹): 82.102
Structure (SMILES): C#CO/C=C\C

The geometry in XYZ format:
```
12
Properties=species:S:1:pos:R:3:forces:R:3
C 0.04468 1.31120 0.31236 0.2 0.0 0.0
C -0.58880 0.05154 0.84946 -0.8 0.4 0.4
C -1.30224 -0.80249 0.11053 0.2 0.1 0.6
O -0.76839 -1.17766 -1.11805 0.3 0.4 -0.4
C 0.54188 -1.10078 -1.00771 0.4 -0.4 -1.4
C 1.74124 -1.09833 -1.05301 -0.3 0.2 0.3
H 1.07580 1.50108 0.61581 0.0 -0.2 0.0
H -0.02740 1.41411 -0.77494 0.1 -0.2 0.2
H -0.58892 2.09932 0.74693 0.3 0.0 -0.1
H -0.63910 -0.03168 1.92426 -0.8 0.5 0.2
H -2.26314 -1.26894 0.30978 0.6 -0.5 0.3
H 2.77439 -0.89738 -0.91543 0.1 -0.2 -0.2
```
Forces are in eV/Å.